Record 1
# H10O5

A molecular structure, H10O5 (the ωB97M-V functional and the def2-TZVPD basis, the Open Molecules 2025 dataset).

Summary:
E: -381.86763 Eh
orbital gap: 0.269 Eh
LUMO level: 0.102 eV
ΔE to the lowest compared entry with this formula, charge and spin: 936.1 kJ/mol

```
! wB97M-V def2-TZVPD RIJCOSX def2/J DEFGRID3
* xyz 0 1
O 0.3333 1.0459 1.3688
H 0.9447 1.5849 1.8706
H -0.1246 0.5249 2.0284
O 0.4787 -1.1369 0.7910
H 0.8957 -1.9725 0.5811
H 1.2068 -0.5233 0.8888
O -0.7068 0.3691 -0.2795
H -0.1706 0.4175 0.5119
H -0.1032 0.5803 -0.9917
O -1.8117 -1.1901 -0.0335
H -1.5838 -1.9598 -0.5549
H -1.1237 -0.5544 -0.2306
O 0.7125 0.8695 -1.6195
H 0.5994 1.7170 -2.0500
H 0.4533 0.2279 -2.2809
*
```

---

Record 2
# C3H6N4

C3H6N4 in the gas phase (the ωB97M-V functional and the def2-TZVPD basis, the Open Molecules 2025 dataset).

Summary:
E: -336.72643 Eh
orbital gap (alpha / beta): 0.287 / 0.287 Eh
LUMO level (alpha / beta): -0.105 / -0.106 eV
ΔE to the lowest compared entry with this formula, charge and spin: 585.0 kJ/mol

```
! wB97M-V def2-TZVPD RIJCOSX def2/J DEFGRID3
* xyz 0 1
C 2.2063 -0.5457 -1.6627
C -1.7239 1.2906 0.6556
C 1.1944 0.0346 -0.8554
N 0.7701 -0.7437 0.2210
N -0.5691 -1.2605 1.7944
N -1.4597 0.1296 0.1560
N -0.3717 -0.6509 0.7083
H 2.5019 -0.1801 -2.6809
H 2.3233 -1.6024 -1.2957
H -2.6739 1.6888 0.3540
H -1.2629 1.8635 1.4773
H 0.6167 1.0535 -0.9753
H -1.5515 -1.0771 2.1034
*
```

---

Record 3
# C29H46HfP2S

A molecular structure, C29H46HfP2S (the ωB97M-V functional and the def2-TZVPD basis, the Open Molecules 2025 dataset).

Summary:
E: -2261.02283 Eh
orbital gap: 0.227 Eh
LUMO level: -7.327 eV

```
! wB97M-V def2-TZVPD RIJCOSX def2/J DEFGRID3
* xyz 2 1
Hf 0.2216 -0.3186 1.8032
C -0.6417 -2.4665 2.6586
C 0.6712 -2.7958 2.1921
C 0.9030 -1.2232 3.8992
C -0.5083 -1.4967 3.7297
C 1.6217 -1.9989 2.9079
C -1.9094 -3.0952 2.2041
H -1.8167 -3.4944 1.1885
H -2.7351 -2.3754 2.2220
H -2.1796 -3.9322 2.8634
C -1.6379 -0.8362 4.4347
H -2.5914 -1.0907 3.9566
H -1.5278 0.2595 4.4289
H -1.6993 -1.1544 5.4834
C 1.5274 -0.2686 4.8494
H 1.6835 -0.7077 5.8437
H 0.8915 0.6154 4.9680
H 2.5117 0.0525 4.4868
C 3.0999 -2.0624 2.7621
H 3.5286 -2.7361 3.5172
H 3.5519 -1.0734 2.9017
H 3.3877 -2.4452 1.7771
C 1.0082 -3.8603 1.2125
H 1.2368 -4.8072 1.7248
H 1.8913 -3.5854 0.6233
H 0.1706 -4.0510 0.5330
C -1.4997 0.8271 -5.1394
C -1.5884 -0.5177 -5.1218
C -0.7674 -1.4634 -5.9447
C 0.5855 -0.9218 -6.4682
C 1.5303 -0.4585 -5.4001
C 1.6145 0.7559 -4.8217
C 0.7986 1.9595 -5.1860
C -0.5423 1.6864 -5.9084
H -1.3570 -1.7910 -6.8198
H 0.4156 -0.1910 -7.2683
H -0.5624 -2.3744 -5.3577
H -0.3563 1.3464 -6.9344
H -2.2320 1.4148 -4.5745
H -2.4063 -0.9879 -4.5649
H -1.0395 2.6662 -6.0002
H 0.5813 2.5414 -4.2745
H 2.4239 0.9489 -4.1089
H 1.3982 2.6220 -5.8360
H 1.0859 -1.7801 -6.9460
H 2.2552 -1.2309 -5.1190
P -1.0719 -0.3282 -0.4213
C -2.6480 0.5867 -0.4291
C -1.2470 -1.7250 -1.5914
P 1.8374 0.2550 -0.0992
C 0.3269 0.7002 -1.1539
C 2.7726 -0.9154 -1.1468
C 2.9030 1.7157 0.1447
H -2.6279 1.3719 0.3507
H -3.4672 -0.1153 -0.1854
H -2.8545 1.0475 -1.4067
H -1.3624 -1.4161 -2.6476
H -2.1376 -2.3182 -1.3147
H -0.3591 -2.3804 -1.5184
H 3.1675 2.1938 -0.8100
H 3.8345 1.3853 0.6402
H 2.4088 2.4537 0.8030
H 0.1076 1.7767 -1.1039
H 0.4901 0.4470 -2.2102
H 3.7514 -1.1234 -0.6771
H 2.9623 -0.5363 -2.1659
H 2.2219 -1.8697 -1.2350
S 0.3615 2.0724 2.5455
C -0.8209 2.9354 3.5395
C -0.9878 2.7380 4.9293
C -1.8733 3.5508 5.6512
C -2.5844 4.5654 5.0016
C -2.4301 4.7563 3.6219
C -1.5717 3.9428 2.8903
H -0.4046 1.9547 5.4216
H -2.0100 3.3822 6.7221
H -3.2699 5.1944 5.5637
H -2.9826 5.5376 3.1011
H -1.4320 4.0608 1.8130
*
```

---

Record 4
# C6H5BrFNO

C6H5BrFNO in the gas phase (the ωB97M-V functional and the def2-TZVPD basis, the Open Molecules 2025 dataset).

Summary:
E: -3035.31836 Eh
orbital gap (alpha / beta): 0.342 / 0.342 Eh
LUMO level (alpha / beta): -0.237 / -0.237 eV
ΔE to the lowest compared entry with this formula, charge and spin: 277.5 kJ/mol

```
! wB97M-V def2-TZVPD RIJCOSX def2/J DEFGRID3
* xyz 0 1
C -1.1443 0.1632 -0.0943
C -0.3245 -0.8918 -0.2432
C -2.4821 -0.3878 -0.0139
C 1.1844 -0.8012 -0.4107
C 1.5308 0.4444 0.3994
C 0.6857 1.5854 0.0971
N -2.4432 -1.6895 -0.1113
O -1.1057 -2.0495 -0.2823
F 0.9705 2.3198 -0.9792
Br -3.9381 0.6022 0.5662
H 1.7248 -1.5781 0.1242
H 1.2468 -0.7174 -1.5298
H 1.3686 0.0511 1.3394
H 2.5352 0.7787 0.2662
H 0.1910 2.1705 0.8721
*
```

---

Look up the E of the first one. -381.86763 Eh